# 1
ORCA calculation (the ωB97M-V functional and the def2-TZVPD basis) on a structure of composition C4H4FeO12 at a distorted geometry.

The total energy is -63168.31901 eV. Its molar mass is 299.91 g mol⁻¹. Its HOMO energy (spin up / spin down) is -0.3628 / -0.3501 hartree. Its charge is 0. As for the multiplicity: 7.

The geometry in XYZ format:
```
21
Properties=species:S:1:pos:R:3:mulliken_spin:R:1
H -2.432 -2.034 2.844 0.00
O -1.559 0.460 -1.388 0.12
O 0.225 -1.898 -1.011 0.12
O -0.796 1.923 1.122 0.26
O -1.493 -0.902 1.126 0.41
H -0.773 2.217 -3.820 0.00
H 1.569 -3.695 -1.704 0.00
O 1.204 1.476 0.874 0.23
C -0.970 -1.343 2.115 -0.08
Fe 0.027 -0.086 -0.028 4.25
C -0.912 1.048 -2.255 -0.02
O 0.326 1.068 -1.867 0.14
C 1.437 -2.125 -0.924 -0.02
O 0.745 3.533 1.613 0.01
O -1.447 1.709 -3.362 0.00
O 2.185 -3.186 -1.171 0.00
C 0.390 2.310 1.257 -0.04
O 1.929 -1.094 -0.402 0.15
O -1.536 -1.901 3.161 0.00
O 0.214 -1.006 1.942 0.49
H 1.668 3.528 1.877 0.00
```

# 2
ORCA calculation (the ωB97M-V functional and the def2-TZVPD basis) on an isolated molecule of C6H13NO at a distorted geometry.

The total energy is -9966.94202 eV. As for the energy relative to the best compared isomer or geometry (same formula, charge and spin): 4.232 eV. Its molar mass is 115.18 g mol⁻¹. Its HOMO energy is -0.3142 hartree. Its charge is 0. Its SMILES is CCCN(C)CC=O.

The geometry in XYZ format:
```
21
Properties=species:S:1:pos:R:3:nbo_charge:R:1
H 1.961 0.202 0.911 0.22
C -0.447 -0.835 -0.088 -0.22
H -1.574 0.924 1.946 0.16
C -0.278 2.537 1.316 0.30
H 0.758 1.616 1.790 0.18
H -1.424 -0.671 -0.591 0.20
O 0.229 3.180 0.399 -0.51
C 1.031 0.435 1.419 -0.30
H -0.378 -2.972 -2.201 0.21
N -0.101 0.407 0.509 -0.46
C -1.115 1.277 1.003 -0.27
H 0.773 -0.231 2.260 0.17
H -1.876 1.673 0.322 0.23
C 0.589 -1.237 -1.196 -0.40
H -0.394 -1.789 0.470 0.17
H -0.572 -1.315 -2.942 0.21
H 0.985 -2.180 -3.028 0.21
H 1.066 -0.260 -1.377 0.21
H -0.703 3.079 2.182 0.14
H 1.391 -1.832 -0.696 0.18
C 0.080 -2.007 -2.409 -0.61
```